Entry 1:
Here is 2 unconnected molecules or ions with the total composition C2H9N2O from the OMol25 dataset. Energies are from the ωB97M-V functional and the def2-TZVPD basis.

Last column: Löwdin charge in e.
Geometry (Å):
C  -0.055  1.199  0.260  -0.013
N  0.660  0.400  1.273  0.026
C  0.041  -0.521  1.961  -0.136
N  0.617  -1.415  2.739  0.198
H  -0.903  1.714  0.718  0.104
H  -0.431  0.526  -0.508  0.098
H  0.633  1.914  -0.166  0.099
H  1.659  0.519  1.379  0.168
H  -1.034  -0.550  1.841  0.171
H  1.614  -1.570  2.746  0.143
H  0.032  -2.009  3.309  0.141
H  -1.256  0.212  -4.519  0.028
H  -0.443  -0.005  -5.783  0.037
O  -1.135  -0.416  -5.249  -0.065

energy relative to the best compared isomer or geometry (same formula, charge and spin)	1.134	eV
charge	+1
HOMO energy	-13.6	eV
M	77.11	g mol⁻¹
largest force on an atom	0.0118	hartree/bohr

=====

Entry 2:
Here is 8 unconnected molecules or ions with the total composition C43H79Cl14N4O2 at a distorted geometry from the OMol25 dataset. Energies are from the ωB97M-V functional and the def2-TZVPD basis.

Last column: Löwdin charge in e.
Geometry (Å):
C  -5.907  -0.350  -0.917  -0.088
O  -5.264  -1.530  -1.407  -0.199
C  -4.630  -2.279  -0.383  -0.220
C  -3.092  -2.200  -0.615  -0.143
C  -2.481  -1.207  0.404  -0.202
C  -1.043  -0.777  0.037  -0.177
C  0.014  -1.909  0.116  -0.102
N  0.466  -2.180  1.482  0.061
C  -0.364  -3.099  2.323  -0.067
C  -0.885  -2.463  3.645  -0.223
N  -0.195  -3.007  4.847  -0.009
C  1.534  -1.650  1.941  -0.239
N  2.113  -1.859  3.223  0.130
C  3.447  -2.304  2.760  -0.220
C  4.488  -2.647  3.824  -0.164
O  4.677  -4.055  3.884  -0.180
C  3.521  -4.722  4.354  -0.107
C  3.751  -1.095  1.780  -0.189
C  4.844  -1.353  0.750  -0.184
C  5.534  -2.548  0.656  -0.208
C  6.484  -2.698  -0.350  -0.179
C  6.774  -1.695  -1.241  -0.086
C  6.091  -0.489  -1.141  -0.068
C  5.158  -0.338  -0.147  -0.041
N  2.416  -0.735  1.280  0.027
C  1.975  0.689  1.532  -0.133
C  1.632  1.340  0.176  -0.202
C  1.148  2.831  0.263  -0.335
C  1.773  3.604  1.432  -0.098
C  -0.409  2.938  0.169  -0.152
C  -1.166  3.025  1.532  -0.150
C  -2.383  2.092  1.636  -0.112
C  -3.677  2.478  1.511  -0.330
C  -4.276  3.191  0.303  -0.047
C  -4.619  2.125  2.664  -0.058
H  -5.174  0.477  -0.866  0.080
H  -6.700  -0.054  -1.614  0.015
H  -6.353  -0.492  0.080  0.095
H  -4.977  -3.324  -0.405  0.109
H  -4.812  -1.855  0.617  0.115
H  -2.821  -1.866  -1.624  0.127
H  -2.613  -3.180  -0.434  0.102
H  -3.106  -0.299  0.391  0.100
H  -2.499  -1.572  1.444  0.101
H  -0.685  0.101  0.586  0.077
H  -1.070  -0.476  -1.025  0.085
H  0.836  -1.637  -0.557  0.097
H  -0.449  -2.807  -0.316  0.130
H  0.234  -3.995  2.525  0.131
H  -1.241  -3.400  1.743  0.114
H  -1.952  -2.648  3.810  0.108
H  -0.655  -1.386  3.638  0.109
H  0.562  -3.622  4.571  0.031
H  0.261  -2.254  5.349  0.058
H  2.255  -0.967  3.696  0.146
H  3.357  -3.146  2.051  0.155
H  5.481  -2.248  3.579  0.085
H  4.231  -2.260  4.828  0.140
H  3.111  -4.284  5.278  0.096
H  2.727  -4.805  3.589  0.077
H  3.824  -5.753  4.585  0.100
H  4.234  -0.362  2.459  0.135
H  5.340  -3.371  1.343  0.097
H  7.043  -3.624  -0.484  0.114
H  7.514  -1.805  -2.030  0.113
H  6.250  0.351  -1.816  0.111
H  4.619  0.606  -0.034  0.107
H  2.860  1.188  1.947  0.038
H  1.160  0.736  2.277  0.132
H  0.963  0.736  -0.443  -0.037
H  2.584  1.389  -0.379  0.095
H  1.543  3.295  -0.657  0.128
H  1.494  3.178  2.406  0.053
H  1.429  4.648  1.436  0.083
H  2.872  3.619  1.402  0.048
H  -0.629  3.778  -0.515  0.068
H  -0.752  2.035  -0.359  0.085
H  -0.550  2.801  2.409  0.097
H  -1.575  4.043  1.605  0.113
H  -2.169  1.039  1.868  0.075
H  -3.878  2.811  -0.645  0.071
H  -4.248  4.291  0.354  0.083
H  -5.345  2.923  0.293  0.071
H  -4.432  2.740  3.548  0.081
H  -4.360  1.085  2.956  0.078
H  -5.674  2.096  2.358  0.069
Cl  -6.949  1.199  -5.953  0.590
C  -7.384  -0.400  -5.290  -0.651
C  -8.723  -0.387  -4.597  -0.644
Cl  -8.678  0.570  -3.097  0.578
H  -6.589  -0.711  -4.616  0.062
H  -7.409  -1.093  -6.130  0.074
H  -9.003  -1.403  -4.320  0.052
H  -9.504  0.020  -5.236  0.072
Cl  -0.232  6.678  -0.712  0.558
C  0.188  6.976  -2.419  -0.654
C  -0.982  6.739  -3.340  -0.655
Cl  -1.426  5.013  -3.429  0.530
H  1.033  6.341  -2.674  0.067
H  0.509  8.015  -2.489  0.074
H  -0.723  7.052  -4.351  0.075
H  -1.860  7.297  -3.023  0.070
Cl  4.088  2.281  3.818  0.607
C  5.690  3.075  3.845  -0.625
C  5.592  4.534  4.211  -0.654
Cl  4.795  5.491  2.938  0.566
H  6.150  2.937  2.869  0.073
H  6.291  2.548  4.585  0.075
H  6.592  4.947  4.340  0.077
H  5.040  4.678  5.137  0.071
Cl  8.854  -4.349  4.483  0.550
C  9.776  -3.318  3.360  -0.658
C  9.048  -2.035  3.047  -0.586
Cl  7.571  -2.318  2.068  0.785
H  9.977  -3.894  2.459  0.070
H  10.727  -3.095  3.842  0.074
H  9.691  -1.377  2.463  0.076
H  8.758  -1.511  3.956  0.069
Cl  -1.299  2.762  -7.315  0.554
C  -2.719  1.701  -7.093  -0.636
C  -3.567  2.117  -5.918  -0.649
Cl  -2.742  1.845  -4.357  0.541
H  -2.360  0.679  -6.986  0.063
H  -3.305  1.764  -8.009  0.077
H  -4.481  1.526  -5.895  -0.014
H  -3.840  3.169  -5.974  0.075
Cl  -9.110  -3.553  -1.322  0.545
C  -8.169  -5.006  -1.745  -0.657
C  -6.920  -4.668  -2.519  -0.654
Cl  -7.276  -4.060  -4.155  0.564
H  -8.817  -5.679  -2.303  0.070
H  -7.900  -5.491  -0.807  0.072
H  -6.310  -5.562  -2.643  0.076
H  -6.324  -3.915  -2.005  0.033
Cl  0.997  0.242  -2.531  0.707
C  1.630  0.651  -4.151  -0.593
C  0.578  0.523  -5.222  -0.686
Cl  0.102  -1.173  -5.500  0.545
H  2.485  0.008  -4.349  0.073
H  1.981  1.681  -4.102  0.081
H  0.966  0.902  -6.166  0.065
H  -0.317  1.086  -4.972  -0.017

charge	+1
HOMO energy	-9.4	eV
M	1180.47	g mol⁻¹
largest force on an atom	0.0648	hartree/bohr

=====

Entry 3:
Here is a molecular structure, C5H16CoNO at a distorted geometry from the OMol25 dataset. Energies are from the ωB97M-V functional and the def2-TZVPD basis.

Last column: Löwdin charge in e.
Geometry (Å):
C  0.500  1.001  -2.179  -0.408
Co  0.090  0.180  -0.689  0.013
N  -0.366  -1.056  0.905  -0.042
H  0.469  -1.100  -1.486  -0.011
H  0.406  -1.113  1.571  -0.028
H  -1.251  -0.191  -1.403  -0.025
H  0.519  0.401  -3.114  -0.024
H  1.483  1.590  -2.075  0.015
H  -0.321  1.770  -2.322  -0.005
H  -1.126  -0.567  1.407  -0.004
H  -0.687  -2.014  0.710  0.028
C  0.229  2.984  2.404  -0.209
C  1.408  2.077  2.788  -0.270
C  1.822  1.375  1.515  -0.199
O  0.607  1.388  0.648  -0.354
C  -0.316  2.464  1.077  -0.174
H  -0.530  3.003  3.182  0.074
H  0.595  4.012  2.279  0.100
H  1.094  1.324  3.530  0.047
H  2.253  2.608  3.221  0.088
H  2.582  1.922  0.936  0.117
H  2.091  0.329  1.608  0.066
H  -1.312  2.014  1.190  0.095
H  -0.312  3.222  0.297  0.111

charge	-1
HOMO energy (alpha / beta)	0.6 / -4.5	eV
M	165.12	g mol⁻¹
multiplicity	4
largest force on an atom	0.0904	hartree/bohr

=====

Across the entries above, DFT total energy takes the values -266.1100, -8497.6575, -1712.6297 Eh, respectively.